*a*
8
Properties=species:S:1:pos:R:3 method="wB97M-V/def2-TZVPD" homo_lumo_gap_ev=9.6 multiplicity=1
C 1.89 -0.21 -0.07
H 2.68 -0.90 0.20
H -2.19 0.02 1.26
H -2.68 0.84 -0.72
H 2.09 0.93 -0.06
P -2.16 -0.38 -0.18
N 0.69 -0.63 -0.08
O -0.32 0.34 -0.36

*b*
8
Properties=species:S:1:pos:R:3 method="wB97M-V/def2-TZVPD" homo_lumo_gap_ev=11.0 multiplicity=1
H -0.24 -1.57 0.95
C 0.89 0.68 -0.04
O 0.95 0.47 1.15
H -1.45 0.04 0.92
H -0.37 0.13 -1.67
N -0.06 -0.05 -0.73
H 1.56 1.28 -0.61
P -1.28 -0.97 0.02

Quick one: most stable of them? *b*

*a*
19
Properties=species:S:1:pos:R:3 method="wB97M-V/def2-TZVPD" homo_lumo_gap_ev=9.2 multiplicity=1
O -0.10 3.00 -0.03
H 1.66 -2.76 0.86
H 1.89 -1.58 -0.57
C -1.81 0.12 0.66
H 1.69 1.35 -1.79
O -0.78 -1.84 -0.52
H -2.00 0.93 -0.01
H 0.67 -0.03 1.69
C -0.66 -0.81 0.32
C 1.67 -1.63 0.56
H -1.63 -1.86 -0.93
H -2.56 -0.65 0.69
H -1.70 0.70 1.72
H 2.49 -1.16 1.07
H 0.61 3.09 0.53
H 0.95 0.42 -0.91
H 0.20 2.35 -0.74
C 0.48 -0.82 1.04
O 0.83 1.09 -1.58

*b*
19
Properties=species:S:1:pos:R:3 method="wB97M-V/def2-TZVPD" homo_lumo_gap_ev=4.4 multiplicity=1
O 1.56 0.61 1.09
H -1.44 -1.37 -0.14
H 0.30 -0.10 -2.12
H -1.72 0.78 2.14
H 0.96 -1.22 1.79
C 1.24 -0.44 -1.64
H -0.68 -2.49 -1.06
H 0.20 1.74 0.42
C 0.85 -1.19 -0.32
H -0.55 -2.61 0.71
H -2.15 0.18 2.17
H -2.80 0.76 -1.17
O -2.54 0.60 -0.27
C 1.22 -0.58 0.92
H 1.89 0.44 -1.17
O -0.48 2.34 0.07
H -1.30 1.75 0.13
H 1.90 -1.17 -2.11
C -0.47 -1.95 -0.09

Quick one: most stable of them? *a*